Density functional theory data (wB97M-V/def2-TZVPD) for a molecular structure, C65H49F3IN3P3STc.

The spin multiplicity is 2. As for the charge: +3. For the gap between HOMO and LUMO (spin up / spin down), the calculation gives 6.03 / 6.15 eV. For the lowest unoccupied orbital energy (spin up / spin down), the calculation gives -8.86 / -8.76 eV. The value obtained for the largest force on an atom is 0.51 eV Å⁻¹.

Last column: Mulliken charge in e.
CARTESIAN COORDINATES (ANGSTROEM)
Tc 0.6837 0.8132 -0.4448  -1.071
I 1.4495 3.3360 -0.7969  0.489
C 0.0129 4.7998 -0.3428  0.461
C 0.6303 6.0160 -0.2069  -0.813
C -0.1280 7.1906 -0.0654  -1.081
C -1.4822 7.0974 -0.1203  -0.858
C -2.1327 5.8466 -0.2600  0.826
C -3.5443 5.8464 -0.3419  -0.855
C -4.2340 4.6831 -0.4841  -1.152
C -3.5221 3.4766 -0.4804  -0.487
C -2.1481 3.4009 -0.3768  0.749
P -1.6029 1.6617 -0.1745  2.610
C -2.3823 1.1625 1.3946  -0.158
C -2.2231 -0.1664 1.7974  0.326
C -2.7407 -0.6147 2.9978  -0.886
C -3.4038 0.2735 3.8382  -0.813
C -3.5275 1.6039 3.4734  -1.073
C -3.0230 2.0489 2.2579  -0.605
C -2.5434 0.8847 -1.5239  0.792
C -2.0147 1.0157 -2.8096  -1.105
C -2.7029 0.5168 -3.9038  -0.666
C -3.9281 -0.1153 -3.7215  -0.864
C -4.4574 -0.2493 -2.4466  -0.986
C -3.7662 0.2452 -1.3482  0.078
C -1.3967 4.6220 -0.3300  0.183
H 1.7088 6.0931 -0.2289  0.441
H 0.3693 8.1423 0.0480  0.447
H -2.0970 7.9856 -0.0627  0.431
H -4.0601 6.7961 -0.2996  0.452
H -5.3107 4.6760 -0.5693  0.484
H -4.1001 2.5628 -0.5339  0.360
H -1.6550 -0.8487 1.1747  -0.383
H -2.6187 -1.6501 3.2907  0.556
H -3.8135 -0.0681 4.7773  0.535
H -4.0241 2.3012 4.1345  0.500
H -3.1285 3.0933 2.0002  0.430
H -1.0840 1.5604 -2.9675  0.477
H -2.3092 0.6565 -4.9020  0.550
H -4.4782 -0.4845 -4.5760  0.507
H -5.4197 -0.7243 -2.3076  0.573
H -4.1954 0.1611 -0.3561  0.553
N 3.0478 -1.5951 -0.6464  0.019
P 2.9720 0.1365 -0.7812  1.905
C 3.7256 0.4494 -2.3849  0.765
C 2.9915 1.0685 -3.3906  0.025
C 3.5646 1.3098 -4.6311  -0.917
C 4.8760 0.9285 -4.8651  -0.614
C 5.6161 0.3018 -3.8660  -0.915
C 5.0468 0.0656 -2.6296  -0.600
C 4.1982 0.6616 0.4333  1.263
C 4.5014 -0.0780 1.5746  -0.395
C 5.4526 0.3821 2.4727  -0.989
C 6.0938 1.5909 2.2446  -0.653
C 5.7808 2.3427 1.1205  -0.746
C 4.8414 1.8799 0.2148  -0.649
P 1.7439 -2.4022 -1.2389  0.290
C 1.8099 -4.0212 -0.5006  1.139
C 3.0417 -4.6886 -0.4806  -0.531
C 3.1200 -5.9694 0.0360  -0.974
C 1.9815 -6.5912 0.5317  -0.623
C 0.7646 -5.9264 0.5318  -0.799
C 0.6742 -4.6426 0.0175  -0.338
C 1.7899 -2.4061 -3.0204  0.630
C 0.8983 -1.6701 -3.7980  0.529
C 1.0076 -1.6953 -5.1791  -1.050
C 2.0013 -2.4500 -5.7862  -0.836
C 2.8908 -3.1861 -5.0145  -0.876
C 2.7885 -3.1669 -3.6345  -0.955
H 3.5464 -2.0144 0.1285  0.595
H 1.9587 1.3585 -3.2200  0.081
H 2.9921 1.7955 -5.4087  0.492
H 5.3295 1.1227 -5.8270  0.476
H 6.6400 0.0111 -4.0538  0.498
H 5.6317 -0.4095 -1.8508  0.511
H 3.9931 -1.0074 1.8043  0.061
H 5.6943 -0.2041 3.3480  0.482
H 6.8432 1.9438 2.9386  0.455
H 6.2829 3.2825 0.9402  0.487
H 4.6412 2.4565 -0.6819  0.462
H 3.9401 -4.2169 -0.8591  0.431
H 4.0705 -6.4834 0.0530  0.458
H 2.0459 -7.5964 0.9239  0.436
H -0.1153 -6.4067 0.9357  0.510
H -0.2784 -4.1358 0.0363  0.141
H 0.1161 -1.0740 -3.3420  0.098
H 0.3145 -1.1253 -5.7831  0.561
H 2.0829 -2.4693 -6.8643  0.473
H 3.6584 -3.7816 -5.4876  0.507
H 3.4846 -3.7515 -3.0481  0.401
S 0.9988 -0.1442 6.1127  -0.180
C 0.9070 0.1690 4.3915  0.657
C 1.2695 -0.8642 3.5198  -1.573
C 1.2386 -0.6544 2.1637  -0.530
N 0.8592 0.5095 1.6056  1.858
C 0.5404 1.5121 2.4472  -1.203
C 0.5540 1.3889 3.8150  -1.041
C -0.2440 0.9588 6.7564  0.286
C -1.4687 0.4340 7.1388  -0.154
C -2.4224 1.3083 7.6415  -0.502
N -2.2352 2.6177 7.7562  -0.535
C -1.0423 3.0982 7.4244  -0.432
C -0.0049 2.3137 6.9376  -0.171
H 1.5615 -1.8322 3.9028  0.645
H 1.4929 -1.4568 1.4855  0.242
H 0.2732 2.4551 1.9891  0.336
H 0.2804 2.2416 4.4174  0.535
H -1.6750 -0.6243 7.0553  0.462
H -3.3879 0.9344 7.9625  0.442
H -0.8985 4.1628 7.5635  0.402
H 0.9660 2.7490 6.7420  0.544
F -5.6243 -5.3178 -3.2164  -0.254
C -5.7132 -4.6342 -2.0767  0.729
F -6.6964 -3.7316 -2.2034  -0.234
F -6.0442 -5.4768 -1.0981  -0.249
C -4.4112 -3.9176 -1.7617  0.348
C -4.1141 -3.6112 -0.4328  -1.356
C -2.9512 -2.9430 -0.1280  0.486
C -2.0965 -2.5507 -1.1720  1.480
C -2.4185 -2.8348 -2.5125  -0.646
C -3.5721 -3.5390 -2.8000  -1.194
C -0.8643 -1.9324 -0.9509  -0.315
C 0.2822 -1.4383 -0.8166  0.098
H -4.7937 -3.9084 0.3540  0.545
H -2.7095 -2.7115 0.9015  0.696
H -1.7600 -2.5163 -3.3079  0.554
H -3.8247 -3.7848 -3.8216  0.548

Density functional theory data (wB97M-V/def2-TZVPD) for 3 unconnected molecules or ions with the total composition C23H34ClN2O6S.

As for the charge: +1. For the gap between HOMO and LUMO, the calculation gives 9.19 eV. For the lowest unoccupied orbital energy, the calculation gives -3.00 eV. The value obtained for the largest force on an atom is 1.12 eV Å⁻¹.

Last column: Mulliken charge in e.
CARTESIAN COORDINATES (ANGSTROEM)
C 3.0267 1.9525 3.7902  -0.549
O 2.4947 3.2269 3.4793  -0.405
C 3.1693 3.9708 2.4791  -0.834
C 2.6103 3.7448 1.0921  -0.015
C 3.0146 2.4278 0.3971  -0.866
C 1.8394 1.7577 -0.3083  -0.406
C 1.1214 0.7373 0.5780  -0.625
S -0.3017 1.3594 1.5317  0.618
C -1.5394 0.0383 1.4155  -0.615
C -1.5687 -0.7865 2.6875  -1.107
C -0.3071 -1.6247 2.8838  0.034
Cl 0.1179 -1.6760 4.6232  -0.198
C -1.1132 2.7368 0.6319  -0.735
O -1.9358 3.4714 1.4820  -0.396
C -1.3817 3.8875 2.7377  -0.582
H 2.3843 1.1680 3.3849  0.063
H 3.0874 1.8175 4.8631  0.296
H 4.0217 1.8007 3.3813  0.363
H 3.0153 5.0181 2.7236  0.404
H 4.2444 3.8123 2.5064  0.455
H 1.5269 3.7946 1.1272  -0.225
H 2.9301 4.5756 0.4700  0.437
H 3.5064 1.7295 1.0610  0.409
H 3.7391 2.6589 -0.3754  0.464
H 1.1816 2.4989 -0.7423  0.630
H 2.2350 1.1920 -1.1453  -0.357
H 1.8049 0.3665 1.3268  0.382
H 0.7910 -0.1078 -0.0163  0.639
H -2.5059 0.4713 1.1911  0.707
H -1.2689 -0.5593 0.5585  0.061
H -1.6417 -0.1135 3.5302  0.442
H -2.4265 -1.4462 2.6721  0.461
H -0.4220 -2.6427 2.5423  0.388
H 0.5648 -1.2106 2.3959  -0.097
H -1.7666 2.2868 -0.1031  0.534
H -0.3825 3.3957 0.1748  0.450
H -0.3288 4.1493 2.6751  0.231
H -1.5655 3.1370 3.4975  0.272
H -1.9198 4.7755 3.0378  0.292
C -4.0664 -5.8182 -1.3903  -0.424
C -2.8098 -5.2417 -1.5285  -0.500
C -2.6570 -3.8764 -1.3666  -0.171
C -3.7692 -3.1113 -1.0674  0.039
C -5.0303 -3.6645 -0.9269  -0.442
C -5.1736 -5.0312 -1.0926  -0.484
N -3.5852 -1.6712 -0.8840  1.052
O -2.4594 -1.2182 -1.0694  -0.618
O -4.5391 -0.9936 -0.5585  -0.616
H -4.1843 -6.8864 -1.5136  0.394
H -1.9496 -5.8538 -1.7602  0.436
H -1.6846 -3.4233 -1.4756  0.468
H -5.8864 -3.0480 -0.6960  0.472
H -6.1492 -5.4843 -0.9885  0.394
C 2.1422 0.6783 -4.8222  -0.522
C 0.9638 -0.0019 -5.0993  -0.504
C 0.6426 -1.1514 -4.3956  -0.325
C 1.5121 -1.5994 -3.4178  -0.046
C 2.6937 -0.9383 -3.1306  -0.295
C 3.0073 0.2086 -3.8418  -0.432
N 1.1678 -2.8076 -2.6541  1.073
O 0.1301 -3.3809 -2.9375  -0.626
O 1.9274 -3.1529 -1.7673  -0.613
H 2.3893 1.5752 -5.3745  0.425
H 0.2943 0.3625 -5.8657  0.416
H -0.2711 -1.6857 -4.6091  0.483
H 3.3643 -1.3112 -2.3703  0.496
H 3.9291 0.7345 -3.6339  0.451

Density functional theory data (wB97M-V/def2-TZVPD) for a molecular structure, C44H56BCdIN12S4.

The calculation puts the relative energy (zero: lowest compared OMol25 entry of this formula, charge and spin) at 0.0 kJ/mol. For the gap between HOMO and LUMO, the calculation gives 6.17 eV. For the lowest unoccupied orbital energy, the calculation gives -0.61 eV. The value obtained for the largest force on an atom is 0.47 eV Å⁻¹.

Last column: Mulliken charge in e.
CARTESIAN COORDINATES (ANGSTROEM)
Cd -1.1334 -0.3871 -0.9482  1.652
C -0.7458 5.9596 1.5026  -1.983
C -0.6136 4.7220 2.3284  0.164
C -1.2931 4.5708 3.4845  -0.599
C -1.1471 3.3806 4.2548  -0.145
N -0.3565 2.4418 3.8628  -0.296
N 0.3355 2.5687 2.7054  0.585
B 1.0976 1.2592 2.4159  -0.701
N 2.4114 1.4080 1.6622  0.370
N 3.2194 2.1028 2.5028  -0.263
C 4.4222 2.3856 2.1326  0.210
C 4.9030 1.9527 0.8633  -0.670
C 4.1057 1.2702 0.0164  0.236
C 4.5858 0.8431 -1.3340  -1.805
C 2.7379 0.9897 0.4130  0.870
S 1.6815 0.2881 -0.6918  -0.440
C 5.3036 3.1809 3.0828  2.343
C 4.5430 3.5469 4.3544  -2.074
C 6.5275 2.3272 3.4484  -1.645
C 5.7598 4.4651 2.3760  -1.834
N 1.2802 0.4285 3.7804  0.739
N 1.9970 0.5831 4.8712  -0.677
C 1.8690 -0.3567 5.7871  -0.394
C 1.0142 -1.4674 5.5914  -0.207
C 0.2778 -1.6153 4.4464  -0.345
C -0.6648 -2.7387 4.1486  -1.382
C 0.4601 -0.5794 3.5220  0.317
S -0.1064 -0.2286 1.9352  -0.250
C 2.7105 -0.1540 7.0459  2.532
C 4.1940 -0.1988 6.6512  -1.363
C 2.3821 1.2214 7.6418  -1.523
C 2.4334 -1.2346 8.0892  -2.326
C 0.2573 3.6466 1.8650  1.212
S 1.0838 3.7526 0.4222  -0.274
C -1.8349 3.1684 5.6009  2.408
C -3.1805 3.8974 5.6509  -1.766
C -0.9069 3.7251 6.6914  -1.782
C -2.0658 1.6764 5.8534  -1.402
H -1.3824 6.6885 2.0051  0.384
H -1.1668 5.7139 0.5258  0.351
H 0.2362 6.3929 1.3095  0.376
H -1.9507 5.3615 3.8246  0.284
H 5.9130 2.2012 0.5588  0.358
H 5.6296 1.1239 -1.4735  0.407
H 3.9746 1.2997 -2.1134  0.345
H 4.4760 -0.2354 -1.4558  0.309
H 4.1389 2.6599 4.8458  0.298
H 3.7005 4.2061 4.1326  0.303
H 5.2203 4.0618 5.0404  0.518
H 6.2220 1.3961 3.9331  0.287
H 7.1719 2.8770 4.1387  0.474
H 7.1222 2.0710 2.5682  0.329
H 4.9000 5.0803 2.0998  0.352
H 6.3293 4.2515 1.4682  0.359
H 6.4010 5.0477 3.0421  0.468
H 0.9362 -2.2198 6.3660  0.567
H -0.4620 -3.6045 4.7769  0.433
H -0.6039 -3.0302 3.0971  0.187
H -1.6962 -2.4193 4.3180  0.261
H 4.4097 0.5548 5.8925  0.100
H 4.4644 -1.1794 6.2496  0.366
H 4.8186 -0.0024 7.5260  0.440
H 2.5627 2.0121 6.9131  0.190
H 3.0085 1.4035 8.5182  0.475
H 1.3346 1.2729 7.9529  0.359
H 2.6990 -2.2314 7.7272  0.405
H 1.3844 -1.2424 8.3981  0.468
H 3.0374 -1.0372 8.9766  0.424
H -3.0629 4.9824 5.6339  0.348
H -3.6984 3.6424 6.5778  0.463
H -3.8236 3.6076 4.8148  0.166
H -0.7175 4.7914 6.5410  0.381
H 0.0523 3.2015 6.6753  0.172
H -1.3601 3.5959 7.6788  0.461
H -2.7080 1.2408 5.0819  0.216
H -2.5510 1.5415 6.8234  0.545
H -1.1229 1.1271 5.8529  0.028
S -0.9130 0.4555 -3.2679  -0.677
C -0.9576 -1.1805 -3.9204  -0.061
N -1.3694 -1.4764 -5.1139  -0.400
N -1.8432 -0.4918 -5.8505  0.235
C -2.3746 -0.7331 -7.1259  0.509
C -2.9174 0.3415 -7.8236  -0.508
C -3.4460 0.1490 -9.0909  -0.470
C -3.4394 -1.1104 -9.6734  -0.542
C -2.8967 -2.1777 -8.9686  -0.481
C -2.3654 -2.0015 -7.6999  -0.291
N -0.5234 -2.3504 -3.2739  -0.283
N -0.2170 -2.2804 -2.0788  0.778
C 0.1921 -3.5296 -1.4949  -0.282
C 0.1294 -4.7452 -2.1663  -0.503
C 0.5335 -5.9018 -1.5210  -0.619
C 1.0015 -5.8545 -0.2114  -0.498
C 1.0647 -4.6372 0.4501  -0.603
C 0.6578 -3.4758 -0.1908  0.357
H -1.9337 0.4248 -5.4248  0.153
H -2.9242 1.3260 -7.3685  0.329
H -3.8681 0.9919 -9.6248  0.338
H -3.8509 -1.2583 -10.6640  0.365
H -2.8892 -3.1666 -9.4112  0.342
H -1.9460 -2.8266 -7.1420  0.410
H -0.2429 -4.7680 -3.1813  0.459
H 0.4805 -6.8496 -2.0416  0.357
H 1.3146 -6.7632 0.2878  0.387
H 1.4340 -4.5905 1.4680  0.399
H 0.7150 -2.5169 0.3078  0.280
I -3.1420 -1.8770 0.2502  -0.617
C -4.4779 3.0521 2.1219  -1.004
N -3.4515 2.7622 1.1375  0.424
C -3.2045 3.4633 -0.0260  -0.584
C -2.2175 2.7825 -0.6664  -0.879
N -1.8548 1.6846 0.0830  0.488
C -2.6299 1.6961 1.1445  -0.785
H -4.4215 4.0960 2.4256  0.349
H -4.3175 2.4205 2.9928  0.219
H -5.4683 2.8467 1.7185  0.423
H -3.7473 4.3580 -0.2840  0.459
H -1.7253 3.0144 -1.5963  0.469
H -2.6272 0.9604 1.9341  0.407